Entry one
{
  "formula": "C4H13N3O",
  "method": "the ωB97M-V functional and the def2-TZVPD basis",
  "symbols": ["C", "C", "N", "C", "N", "O", "H", "H", "H", "H", "H", "H", "H", "H", "C", "N", "H", "H", "H", "H", "H"],
  "positions_angstrom": [[-1.83880, -0.16036, 0.77781], [-0.98779, 1.04936, 0.40370], [-1.38643, 2.18731, 1.22870], [0.52277, 0.88018, 0.61322], [0.91893, -0.10862, 1.43141], [1.30328, 1.65480, 0.09821], [-2.86708, 0.01154, 0.46560], [-1.47529, -1.05712, 0.28212], [-1.83888, -0.29939, 1.85597], [-1.11075, 1.25093, -0.67751], [-0.73836, 2.95458, 1.08697], [-2.31321, 2.50665, 0.96705], [0.28793, -0.82450, 1.73635], [1.90713, -0.28840, 1.50227], [1.02594, -1.07310, -2.00343], [1.71161, -1.77626, -0.93197], [1.40524, -1.30306, -3.00679], [-0.03173, -1.33644, -1.97218], [1.12546, -0.00230, -1.83639], [1.69455, -2.77662, -1.10941], [2.68547, -1.48916, -0.91169]],
  "homo_lumo_gap_ev": 10.14,
  "total_charge": 0,
  "smiles": "C[C@@H](N)C(N)=O.CN",
  "lumo_ha": 0.036
}

***

Entry two
{
  "formula": "C4H13N3O",
  "method": "the ωB97M-V functional and the def2-TZVPD basis",
  "symbols": ["C", "C", "C", "O", "H", "H", "H", "H", "H", "H", "C", "N", "N", "N", "H", "H", "H", "H", "H", "H", "H"],
  "positions_angstrom": [[2.23791, -0.52576, -0.53855], [2.08322, 1.04770, 0.95670], [1.34638, -1.38447, -1.34305], [1.90407, -0.28688, 0.72114], [3.09499, -0.00891, -0.95169], [1.96108, 1.73559, 0.13255], [2.66885, 1.29105, 1.83125], [0.99047, -2.22198, -0.73507], [1.86350, -1.77452, -2.21945], [0.45284, -0.83117, -1.65963], [-1.55571, -0.87197, 0.72437], [-1.34307, 0.33264, -0.06505], [-2.43843, 0.50696, -0.95030], [-1.13794, 1.49371, 0.74213], [-3.25951, 0.84491, -0.43778], [-2.17633, 1.24051, -1.59933], [-0.15891, 1.50178, 1.03206], [-1.71848, 1.45719, 1.58580], [-1.70903, -1.71442, 0.05257], [-0.67087, -1.04807, 1.33478], [-2.43502, -0.78389, 1.38656]],
  "homo_lumo_gap_ev": [7.67, 8.89],
  "total_charge": 0,
  "lumo_ha": [0.014, 0.034]
}

***

Entry three
{
  "formula": "C4H13N3O",
  "method": "the ωB97M-V functional and the def2-TZVPD basis",
  "symbols": ["C", "N", "N", "C", "O", "H", "H", "H", "H", "H", "H", "C", "C", "N", "H", "H", "H", "H", "H", "H", "H"],
  "positions_angstrom": [[0.03213, -1.53263, -0.50306], [-1.05782, -2.25461, -1.13112], [1.28416, -1.84792, -1.16820], [-0.33647, 0.29966, -0.97945], [0.39946, 0.75871, -1.83654], [0.10023, -1.91428, 0.52569], [-1.15119, -1.94907, -2.09617], [2.06664, -1.71038, -0.53582], [-0.79677, -3.23774, -1.19489], [1.42828, -1.19032, -1.93787], [-1.43435, 0.31624, -1.04246], [-1.26118, 1.48995, 1.44579], [1.13800, 1.65637, 0.97718], [-0.10360, 0.91341, 0.76803], [0.00742, -0.23063, 0.77284], [-1.08605, 1.55573, 2.52124], [-2.13601, 0.85859, 1.28112], [-1.47348, 2.49374, 1.06181], [1.93247, 1.19902, 0.38782], [1.03074, 2.69539, 0.65201], [1.41739, 1.63079, 2.03204]],
  "homo_lumo_gap_ev": 8.72,
  "total_charge": 0,
  "lumo_ha": 0.026
}

***

Entry four
{
  "formula": "C4H13N3O",
  "method": "the ωB97M-V functional and the def2-TZVPD basis",
  "symbols": ["C", "C", "C", "C", "N", "N", "N", "O", "H", "H", "H", "H", "H", "H", "H", "H", "H", "H", "H", "H", "H"],
  "positions_angstrom": [[0.96679, -0.47732, -0.89550], [-1.28357, -0.48750, 0.22312], [1.43911, -0.79159, 1.41969], [-1.84284, 0.41644, 1.27624], [0.74600, -0.01983, 0.42034], [-0.12620, 0.18469, -1.65312], [-0.01289, 1.61094, -1.62612], [2.22798, -0.14885, -1.45433], [2.30750, 0.80862, -1.32707], [-0.45580, -0.24778, -2.51064], [0.85405, -1.56168, -1.05304], [0.19348, 1.83812, -0.64921], [-0.91285, 2.02116, -1.86474], [-2.00114, -0.61722, -0.58358], [-0.99098, -1.47795, 0.55412], [2.52330, -0.84470, 1.23842], [1.07000, -1.83476, 1.48896], [1.29645, -0.33355, 2.40228], [-1.29384, 0.33208, 2.21230], [-1.80369, 1.45645, 0.93783], [-2.90087, 0.17422, 1.44404]],
  "homo_lumo_gap_ev": 8.15,
  "total_charge": 0,
  "lumo_ha": 0.030
}

***

It is entry two that is the least stable of them.